1.
C11H26NO3P | ωB97M-V with the def2-TZVPD basis set

CARTESIAN COORDINATES (ANGSTROEM)
C 2.26329 0.41238 0.78328
C 0.77838 0.04389 1.28831
C 0.05911 -0.98690 0.31309
C 1.10019 -1.99070 -0.39984
P -1.10789 -0.22583 -0.95785
C -2.03587 -1.91129 -1.24711
O -3.46454 -1.76396 -1.10064
C -3.85390 -1.78022 0.30101
O -0.33038 1.32855 -0.92081
C -1.26499 2.41843 -0.90984
C -1.84554 2.72646 0.56310
C -1.14475 3.97468 1.21890
O -3.27074 3.04937 0.48648
H 2.69991 1.29840 1.31965
H 2.32580 0.48106 -0.34312
H 2.89506 -0.49354 1.06424
H 0.94688 -0.51616 2.26879
H 0.17221 0.95074 1.55314
H -0.57856 -1.66022 0.97628
H 1.68714 -1.47750 -1.21524
H 0.59226 -2.94067 -0.75594
H 1.78684 -2.32975 0.44004
H -0.71311 -0.31762 -2.34825
H -2.39556 0.33748 -0.68638
H -1.61635 -2.75634 -0.61358
H -1.86942 -2.23807 -2.32778
H -4.39947 -0.79546 0.47657
H -4.57608 -2.61631 0.51299
H -2.92188 -1.79486 0.93225
H -2.13574 2.28712 -1.61754
H -0.75068 3.38363 -1.22510
H -1.79639 1.78814 1.20697
H -0.02012 3.91817 1.20605
H -1.45386 4.89945 0.63930
H -1.49050 4.14211 2.28845
H -3.66245 2.19730 0.20964
C 5.51530 -1.50457 -0.82318
C 4.71188 -2.50593 -0.06626
N 4.08434 -3.28457 0.52342
H 5.95955 -1.97416 -1.70096
H 4.87437 -0.68258 -1.14349
H 6.30936 -1.11143 -0.18815

Output
- LUMO energy: 0.6 eV
- SMILES: CC[C@H](C)[PH2](COC)OC[C@@H](C)O.CC#N
- HOMO-LUMO gap: 9.19 eV

2.
C10H15N2P | ωB97M-V with the def2-TZVPD basis set

CARTESIAN COORDINATES (ANGSTROEM)
C 4.56619 0.42156 -0.27138
C 3.58296 0.82646 -1.16708
C 4.16721 -0.15054 0.92261
C 2.27521 0.88321 -0.81574
C 2.81304 -0.14837 1.30496
C 1.78346 0.38992 0.44041
C -2.00229 -1.93245 -0.26771
C -0.95488 1.16664 -0.23783
C -2.87683 -1.85832 0.93235
C -1.55691 2.42957 0.38701
N -1.96371 -0.90898 -1.17196
N -2.15559 0.43257 -0.66871
P 0.07633 0.21102 1.00836
H 5.62163 0.26715 -0.66163
H 3.95120 1.18396 -2.14308
H 4.79826 -0.25992 1.81410
H 1.48678 1.26372 -1.53351
H 2.63575 -0.53576 2.31921
H -1.71642 -2.99451 -0.71954
H -0.23812 1.30691 -1.02996
H -2.80116 -0.92315 1.51655
H -2.72696 -2.70423 1.54040
H -3.93964 -1.91957 0.53995
H -0.77629 3.18579 0.29055
H -1.80495 2.41760 1.42394
H -2.32877 2.87702 -0.25592
H -1.29726 -1.01134 -2.01276
H -2.86506 0.32269 0.06988

Output
- ΔE to the lowest compared entry with this formula, charge and spin: 237.52 kJ/mol
- LUMO energy (spin up / spin down): 0.9 / -0.8 eV
- HOMO-LUMO gap (spin up / spin down): 7.75 / 5.20 eV

3.
C41H40N3OP2V | ωB97M-V with the def2-TZVPD basis set

CARTESIAN COORDINATES (ANGSTROEM)
V 0.80286 1.91548 -0.82908
C -2.13624 -0.01642 -0.55648
N -1.86244 -0.64832 0.71752
C -1.23684 0.27428 1.63572
P 0.49926 0.83638 1.22402
C 0.60326 1.92488 2.67382
C 0.80946 1.42668 3.95702
C 0.69976 2.27648 5.04412
C 0.37556 3.61108 4.85852
C 0.17766 4.11028 3.58112
C 0.29416 3.26768 2.48802
C 1.60396 -0.53102 1.68232
C 1.21096 -1.86382 1.65542
C 2.10756 -2.85072 2.02912
C 3.40006 -2.51402 2.39802
C 3.80526 -1.18732 2.39582
C 2.91186 -0.19532 2.04232
C -2.85954 -1.50082 1.25772
C -2.66834 -2.12182 2.49462
C -3.59234 -3.02272 2.98792
C -4.72724 -3.33902 2.26302
C -4.92074 -2.74262 1.03112
C -4.00894 -1.82872 0.53932
P -1.83974 -0.95152 -2.17418
C -2.24484 -2.70702 -1.84658
C -1.85174 -3.45982 -0.74428
C -2.20134 -4.79312 -0.64978
C -2.94524 -5.39612 -1.65028
C -3.34894 -4.65392 -2.74648
C -2.99754 -3.31952 -2.84488
C 0.00476 -1.01852 -2.22408
C 0.77266 -2.10872 -1.82838
C 2.12266 -2.17072 -2.13308
C 2.72216 -1.16892 -2.87958
C 1.97086 -0.08252 -3.30318
C 0.62666 0.00718 -2.95598
H -1.47444 0.86068 -0.65608
H -3.17184 0.35888 -0.60638
H -1.17594 -0.15892 2.63772
H -1.81824 1.21968 1.71462
H 1.06076 0.38508 4.10502
H 0.85456 1.89128 6.03952
H 0.28236 4.26648 5.71082
H -0.07594 5.14818 3.43512
H 0.14326 3.63498 1.47192
H 0.20356 -2.12192 1.36202
H 1.79456 -3.88422 2.03262
H 4.10016 -3.28162 2.68732
H 4.81566 -0.92822 2.67762
H 3.21656 0.84668 2.04762
H -1.79044 -1.92442 3.09192
H -3.41774 -3.48672 3.94722
H -5.44374 -4.04632 2.64812
H -5.78754 -2.99162 0.43812
H -4.20354 -1.39222 -0.42608
H -1.28314 -3.00732 0.05222
H -1.89944 -5.36592 0.21472
H -3.20754 -6.44012 -1.57748
H -3.94244 -5.11222 -3.52148
H -3.29744 -2.73852 -3.70598
H 0.31796 -2.94472 -1.32178
H 2.69766 -3.02892 -1.81628
H 3.76426 -1.25022 -3.15208
H 2.41566 0.66548 -3.94988
H 0.01436 0.80488 -3.37268
N 5.55326 5.68088 -2.01608
C 5.11986 4.65128 -1.76578
C 4.59576 3.37088 -1.46098
C 5.42596 2.23898 -1.47708
C 4.85146 1.02358 -1.13118
C 3.50516 0.95728 -0.85158
N 2.68186 2.03578 -0.87828
C 3.25416 3.22678 -1.15218
H 6.46276 2.31708 -1.75268
H 5.45796 0.13408 -1.07038
H 3.04556 0.01318 -0.58348
H 2.59226 4.09368 -1.15658
C -2.70494 3.50878 -1.67538
C -1.22384 3.77498 -1.97658
C -0.99954 3.89888 -3.49178
O -0.41154 2.79448 -1.46658
H -3.30374 4.33498 -2.04888
H -2.85994 3.41138 -0.60288
H -3.03034 2.59038 -2.16148
H -0.93504 4.73268 -1.49348
H -1.25514 2.95848 -3.97988
H 0.04306 4.13588 -3.70828
H -1.63664 4.68028 -3.89678

Output
- ⟨S²⟩: 1.1982
- Spin multiplicity: 2
- ΔE to the lowest compared entry with this formula, charge and spin: 125.37 kJ/mol
- LUMO energy (spin up / spin down): -3.2 / -3.4 eV
- Net charge: +1
- HOMO-LUMO gap (spin up / spin down): 6.82 / 6.60 eV

4.
C33H55BBr2N2O7 | ωB97M-V with the def2-TZVPD basis set

CARTESIAN COORDINATES (ANGSTROEM)
C -3.62571 -2.43712 12.06837
C -2.93770 -2.64301 10.58593
B -3.90781 -2.13481 9.33840
O -5.37040 -2.31362 9.52246
C -3.37574 -1.47100 7.93120
C -2.32550 -2.13212 7.05701
C -1.63011 -3.58379 7.45699
O -2.56233 -4.72157 7.43306
C -1.99379 -5.92361 8.06963
C -0.45517 -6.10974 8.60469
O -2.81965 -6.99540 8.22884
C -1.82536 -1.34319 5.66959
O -1.63874 -1.98169 4.50399
C -1.62900 0.30677 5.86017
C -0.38092 1.16061 5.22629
Br 1.15596 1.10789 6.56596
C 0.23254 0.55779 3.83042
C 1.10120 1.80558 3.13668
Br 1.54253 -0.94462 4.07643
C -2.69773 0.96363 6.71517
C -2.68811 2.59637 7.05280
C -3.90851 0.00960 7.36427
O -5.20359 0.38623 7.39536
H -4.69514 -1.93674 12.01630
H -3.78219 -3.48536 12.61200
H -2.90067 -1.77800 12.74534
H -2.82395 -3.82147 10.44229
H -1.84384 -2.21302 10.54301
H -5.56198 -3.19495 9.05377
H -0.74602 -3.77268 6.69777
H -1.14547 -3.40702 8.53353
H -0.18254 -5.20226 9.33086
H 0.36568 -6.11092 7.76212
H -0.36594 -7.07802 9.28839
H -0.69102 2.28252 5.08994
H -0.65320 0.30652 3.07867
H 0.70690 2.06899 2.04509
H 2.24941 1.48402 3.11901
H 1.05641 2.75099 3.85995
H -3.43685 3.17767 6.36487
H -1.59716 3.03836 6.93984
H -2.97619 2.75255 8.19682
C 0.98091 -0.67230 -3.81419
C 1.19848 -0.26804 -2.32335
C 0.54034 -1.29566 -1.35503
C -0.95703 -1.12756 -1.13735
C -1.30046 0.32146 -0.81275
C -0.77207 1.29972 -1.89199
N 0.70462 1.13692 -2.13471
O 1.37800 1.68362 -1.02743
C -1.58142 1.07285 -3.19884
C -1.14617 2.75955 -1.48400
C 2.74830 -0.42593 -2.12624
H 0.40771 0.05912 -4.38535
H 1.92819 -0.74385 -4.36371
H 0.47401 -1.63844 -3.90750
H 1.01839 -1.21807 -0.36855
H 0.73563 -2.32021 -1.69864
H -1.50901 -1.47440 -2.01769
H -1.27697 -1.76844 -0.30842
H -2.38909 0.41690 -0.71174
H -0.88619 0.57374 0.17503
H -1.22688 1.73088 -4.00190
H -2.64476 1.29714 -3.04305
H -1.54928 0.04456 -3.56170
H -0.75532 3.03775 -0.50065
H -2.23456 2.88503 -1.42626
H -0.77183 3.48250 -2.21889
H 3.30438 0.30340 -2.72569
H 3.07686 -1.42655 -2.43315
H 3.05259 -0.30868 -1.07895
C 4.10982 0.29360 -9.18551
C 2.60686 0.50501 -8.82529
C 1.79588 1.01721 -10.05280
C 1.89542 2.51103 -10.32906
C 1.65123 3.31685 -9.05863
C 2.59770 2.88965 -7.90856
N 2.52697 1.41172 -7.63160
O 1.30424 1.16100 -6.98315
C 4.04432 3.32032 -8.27757
C 2.27837 3.74399 -6.64142
C 2.09073 -0.95203 -8.54899
H 4.78880 0.92770 -8.61395
H 4.44965 -0.72370 -8.95303
H 4.30567 0.46977 -10.24838
H 0.73149 0.78940 -9.90156
H 2.09003 0.46912 -10.95778
H 2.87110 2.75133 -10.76526
H 1.15069 2.79073 -11.08229
H 1.77956 4.38372 -9.28172
H 0.59907 3.19958 -8.75833
H 4.75656 3.01838 -7.49964
H 4.11395 4.41177 -8.37340
H 4.39132 2.92003 -9.23122
H 1.23545 3.65525 -6.32267
H 2.44900 4.81067 -6.83312
H 2.91989 3.45594 -5.79979
H 2.56188 -1.38129 -7.65779
H 2.32122 -1.61059 -9.39548
H 1.00313 -0.99355 -8.41262

Output
- ⟨S²⟩: 2.0096
- Spin multiplicity: 3
- LUMO energy (spin up / spin down): -1.8 / -1.8 eV
- HOMO-LUMO gap (spin up / spin down): 7.20 / 7.80 eV

Question: Number 1 is which compound?
Answer: C11H26NO3P